No. 1
DFT (the ωB97M-V functional and the def2-TZVPD basis) results for a structure of composition C18H17N5ORhSe3 at a distorted geometry.

XYZ file:
```
45
Properties=species:S:1:pos:R:3:forces:R:3
Rh 11.5126 7.7928 8.7263 -0.7690 0.7487 0.6443
Se 12.9503 8.4976 10.8412 0.3737 -0.4357 0.4788
Se 13.5468 5.6845 9.5629 -0.2853 0.2284 0.3832
C 13.7538 6.4775 7.8723 1.6054 1.5104 0.0761
C 15.0490 6.5796 7.3166 -0.3984 -0.7474 -0.3089
C 15.1578 6.9643 5.9810 -0.1921 0.5988 0.1904
C 14.0105 7.3773 5.2790 -0.2641 -0.9502 0.2097
C 12.8045 7.3756 5.9589 0.5470 0.6780 0.1508
N 12.7304 7.1270 7.2916 0.3097 -2.2188 -2.4256
C 11.3492 7.6931 11.5223 -0.1299 1.5100 0.5801
C 10.8350 7.8589 12.8186 0.8509 0.2060 -0.0071
C 9.5375 7.4155 13.0717 1.2721 1.2592 1.7471
C 8.8154 6.8380 12.0887 -0.5039 -1.5099 -1.6021
C 9.4107 6.6735 10.8314 -0.4606 0.3605 1.1516
N 10.5942 7.2281 10.5303 -1.2629 -1.8569 0.7555
H 15.8722 6.2724 7.9776 -0.2500 0.0630 -0.7801
H 16.1030 6.9959 5.4593 0.1988 -0.0592 0.1867
H 14.0058 7.5886 4.2059 0.1979 -0.0276 0.4848
H 11.9009 7.6264 5.4124 -0.1125 0.1943 0.4514
H 11.4669 8.3847 13.5711 -0.6718 -0.7080 -0.5910
H 9.1298 7.5381 14.0757 0.0349 -0.0003 -0.2695
H 7.8411 6.3936 12.2944 0.2470 0.1805 -0.1875
H 8.8938 6.0566 10.1243 -0.0157 0.1519 -0.7155
Se 9.1397 3.6566 6.7045 -1.1627 0.1775 1.1036
N 7.4002 4.2589 6.9780 1.5622 0.0819 -1.6398
C 7.5130 5.5554 7.1081 2.2394 0.8518 1.6590
C 6.4604 6.5008 7.3718 0.5511 0.0995 0.2700
C 6.8538 7.6966 7.9222 -1.4394 -1.0477 -0.4242
C 8.1760 8.0414 8.0953 3.0003 0.1071 0.3070
N 9.2549 7.2995 7.8315 -1.3800 0.9840 0.0341
C 8.9841 6.0645 7.3741 -0.9702 -2.2438 -0.5443
N 9.9576 5.1418 7.2626 -1.9626 0.8777 -0.7828
H 5.4186 6.2508 7.1859 0.2093 -0.0500 0.1692
H 6.1693 8.4145 8.3239 -0.6575 0.2026 -0.2877
H 8.3963 9.0195 8.5269 -0.1584 -0.2841 -0.2211
C 9.8064 10.3875 10.2804 -0.0510 0.3493 0.7247
O 10.0730 10.4446 8.8705 1.0391 1.0400 -0.9998
C 10.9689 9.7019 8.2762 -0.0360 0.5046 0.5411
C 11.5228 10.3578 7.0505 -1.3269 1.0642 -0.6312
H 10.6336 10.9111 10.8529 -0.9231 -0.7977 -0.8276
H 9.6924 9.3460 10.5511 0.0540 0.0038 0.3987
H 8.8546 10.9272 10.4383 0.5608 -0.2574 -0.1723
H 11.1213 11.4116 7.0139 0.7263 -0.8636 -0.0459
H 11.1244 9.8620 6.1315 0.4122 0.0964 0.6638
H 12.6283 10.3246 7.0274 -0.6081 -0.0720 0.1022
```
Forces are in eV/Å.

The net charge is +1. As for the energy: -8359.56136 hartree. The value obtained for the HOMO-LUMO gap (spin up / spin down) is 5.461 / 5.978 eV. The LUMO energy (spin up / spin down) is -4.38 / -4.73 eV. For the relative energy (zero: lowest compared OMol25 entry of this formula, charge and spin), the calculation gives 0.0 kcal/mol. As for the HOMO energy (spin up / spin down): -9.84 / -10.71 eV. Its spin multiplicity is 5.

Atomic partial charges in e from the natural (NBO) method, atoms 1 to 4: 0.920 -0.018 0.106 0.022

=====

No. 2
DFT (the ωB97M-V functional and the def2-TZVPD basis) results for an isolated molecule of C18H17NO6S2 at a distorted geometry.

XYZ file:
```
44
Properties=species:S:1:pos:R:3:forces:R:3
O -6.7697 1.4809 -0.6310 0.0510 -0.1956 -0.9332
C -6.4924 0.5627 -1.3736 0.2582 -0.1709 1.6213
O -6.4650 0.6528 -2.7111 -0.0264 0.1760 0.6899
C -6.1116 -0.8058 -0.7469 0.6168 -0.4597 -0.1647
O -5.8272 -0.7680 0.6940 0.2343 0.4163 -1.5455
C -4.6575 -0.1124 1.0900 -0.1156 0.4059 -0.1512
C -4.7086 0.9353 1.9792 0.4379 -0.4519 -0.4238
C -5.8805 1.4937 2.6679 -0.8496 2.1413 2.1323
O -5.6995 2.1105 3.7326 -0.7730 -1.5192 -2.3718
O -7.1254 1.4054 2.0785 2.5156 -0.4401 -0.2851
S -3.1041 1.5967 2.3578 -0.7936 -1.0226 -0.5709
C -2.4106 0.4374 1.2698 1.2975 -0.1615 0.2830
C -3.2948 -0.4057 0.7071 -2.2145 -0.7116 -0.7843
S -2.6123 -1.5801 -0.4171 -0.0021 0.4249 0.3016
C -1.0279 -0.9071 -0.1043 1.5524 -0.8132 -1.1678
C 0.2154 -1.2756 -0.7119 -0.6283 0.0825 0.5861
C 1.3989 -0.6686 -0.2701 -1.1545 0.1549 0.3972
N 2.6293 -0.9554 -0.7401 1.9266 -1.6924 -1.6960
C 3.0330 -2.3251 -1.1474 0.3521 -0.0953 -0.1565
C 3.5038 -3.1362 0.0766 0.6093 -0.7263 -1.1786
C 4.8715 -2.6819 0.5642 -0.6455 1.2835 -1.5067
O 5.8255 -2.7143 -0.5038 0.5044 0.1439 -0.2016
C 5.5043 -1.8383 -1.5969 -1.0395 -0.4657 0.4734
C 4.1844 -2.2905 -2.2127 -1.1687 -0.0633 0.3402
C 1.3520 0.3279 0.7038 -2.1825 0.5941 1.0109
C 0.1276 0.6852 1.2755 1.3100 0.4214 -0.2478
C -1.0597 0.0885 0.8435 -0.0895 1.5468 1.2598
H -6.6729 1.5892 -2.9175 0.0286 -0.4834 0.0173
H -5.2728 -1.2479 -1.3096 -0.0442 0.3565 0.2380
H -6.9297 -1.5266 -0.9043 0.0814 0.4399 0.3769
H -6.9257 1.1294 1.1301 -0.7206 0.4078 1.0865
H 0.2756 -2.0170 -1.5011 -0.2472 0.0312 0.1529
H 3.4112 -0.4952 -0.2982 -0.3890 0.2452 0.1426
H 2.1657 -2.8713 -1.5553 0.3235 0.5529 -0.0305
H 2.7655 -3.0332 0.8375 -0.5793 -0.0792 0.8109
H 3.5767 -4.2103 -0.2293 -0.0980 0.7163 0.3171
H 5.2151 -3.3105 1.3448 0.5801 -0.5344 0.6608
H 4.7848 -1.6416 0.9425 0.2008 -0.2978 0.0576
H 6.2492 -1.8409 -2.3943 0.4255 -0.3568 0.5462
H 5.4360 -0.8050 -1.2272 -0.0177 -0.0018 -0.0006
H 3.8743 -1.5912 -3.0008 0.1491 -0.2821 -0.0161
H 4.2784 -3.3251 -2.6216 0.1119 0.8044 0.1830
H 2.2464 0.8332 1.0089 0.3734 0.0679 0.1761
H 0.1237 1.4630 2.0540 -0.1613 -0.3888 -0.4288
```
Forces are in eV/Å.

As for the energy: -1998.69705 hartree. Its structure (SMILES) is O=C(O)COc1c(C(=O)O)sc2c1sc1cc(NC3CCOCC3)ccc12. The value obtained for the HOMO-LUMO gap is 7.994 eV. The LUMO energy is 0.15 eV. For the relative energy (zero: lowest compared OMol25 entry of this formula, charge and spin), the calculation gives 0.0 kcal/mol. As for the HOMO energy: -7.84 eV.

Atomic partial charges in e from the natural (NBO) method, atoms 1 to 4: -0.601 0.778 -0.657 -0.181

=====

No. 3
DFT (the ωB97M-V functional and the def2-TZVPD basis) results for a structure of composition C18H18AuBr2N3SSi at a distorted geometry.

XYZ file:
```
44
Properties=species:S:1:pos:R:3:forces:R:3
Au 0.7615 0.7291 0.0000 -0.6027 -0.4095 -0.0004
Br 7.5180 1.7091 0.0000 -0.6334 -0.1132 0.0000
C 5.6594 1.3968 0.0000 0.2912 -0.0536 0.0001
C 5.1533 0.0976 0.0000 -0.0143 0.3983 -0.0001
C 3.7817 -0.0625 0.0000 0.3232 -0.6492 0.0000
N 2.9387 0.9634 0.0000 -1.8005 -0.2455 0.0000
C 3.4040 2.2241 0.0000 0.5806 0.3148 0.0004
C 4.7717 2.4723 0.0000 -0.2104 -0.3392 -0.0003
C 2.4020 3.2999 0.0000 0.1425 0.6605 -0.0006
C 2.7331 4.6501 0.0000 -0.2071 -0.1484 0.0005
C 1.7199 5.6068 0.0000 -0.0264 0.2429 -0.0001
Br 2.1489 7.4440 0.0000 -0.1502 -0.6513 0.0000
C 0.3926 5.1834 0.0000 0.3661 -0.0006 -0.0002
C 0.1501 3.8246 0.0000 -0.4664 0.3459 0.0005
N 1.1167 2.9181 0.0000 -0.1109 -1.3839 0.0001
H 5.8087 -0.7592 0.0000 -0.0206 -0.0727 0.0000
H 3.3427 -1.0494 0.0000 0.0247 -0.0431 0.0000
H 5.1645 3.4763 0.0000 -0.0617 0.0483 0.0000
H 3.7567 4.9807 0.0000 0.1421 -0.0302 0.0001
H -0.4163 5.8939 0.0000 -0.1442 0.0259 0.0001
H -0.8578 3.4401 0.0000 -0.0741 0.0948 -0.0001
C -1.7019 -4.2855 1.5722 -0.8871 0.4978 -0.9461
Si -2.6669 -3.7249 0.0000 0.7133 -0.9915 -0.0010
C -4.5024 -4.2001 0.0000 0.6375 0.2653 -0.0024
C -1.7019 -4.2855 -1.5723 -0.8862 0.4974 0.9498
C -2.5945 -1.8066 0.0000 0.3832 0.2195 0.0001
C -3.7716 -1.0582 0.0000 0.3431 -0.0597 -0.0001
C -3.7496 0.3263 0.0000 0.5464 0.3787 0.0002
C -2.5197 0.9717 0.0000 -1.0609 0.8544 -0.0005
N -1.3900 0.2869 0.0000 2.3848 -0.8949 0.0004
C -1.4108 -1.0592 0.0000 -1.5042 -0.0265 0.0000
S 0.1955 -1.6898 0.0000 1.5867 1.6264 0.0001
H -1.7242 -5.3656 1.6642 0.0293 -0.2005 -0.0122
H -2.1759 -3.8564 2.4510 0.0392 0.0271 0.1992
H -0.6665 -3.9596 1.5268 0.1608 -0.0006 0.0595
H -4.6264 -5.2796 -0.0001 0.1195 -0.1600 0.0004
H -5.0205 -3.8245 -0.8808 0.0051 0.0519 -0.1239
H -5.0205 -3.8245 0.8807 0.0037 0.0522 0.1260
H -1.7242 -5.3656 -1.6642 0.0292 -0.2007 0.0118
H -0.6665 -3.9596 -1.5268 0.1605 -0.0005 -0.0597
H -2.1759 -3.8564 -2.4510 0.0382 0.0279 -0.2014
H -4.7166 -1.5744 0.0000 -0.2092 -0.0438 -0.0001
H -4.6616 0.9037 0.0000 0.0324 0.0935 0.0001
H -2.4583 2.0501 0.0000 -0.0129 -0.0044 0.0000
```
Forces are in eV/Å.

The net charge is +2. As for the energy: -6831.85252 hartree. The value obtained for the HOMO-LUMO gap (spin up / spin down) is 5.657 / 5.658 eV. The LUMO energy (spin up / spin down) is -9.21 / -9.21 eV. For the relative energy (zero: lowest compared OMol25 entry of this formula, charge and spin), the calculation gives 12.6 kcal/mol. As for the HOMO energy (spin up / spin down): -14.87 / -14.87 eV.

Atomic partial charges in e from the natural (NBO) method, atoms 1 to 4: 1.167 0.221 -0.007 -0.245

=====

No. 4
DFT (the ωB97M-V functional and the def2-TZVPD basis) results for a structure of composition C18H18BCl3FeO3 at a distorted geometry.

XYZ file:
```
44
Properties=species:S:1:pos:R:3:forces:R:3
Cl -3.8070 -2.5914 0.3977 0.0804 0.0350 -0.1818
B -3.2934 -1.7470 -1.1633 0.0032 0.9906 0.0143
Cl -1.8193 -2.6518 -1.9450 0.0097 -0.1863 0.0195
Cl -4.6402 -1.6262 -2.4437 0.1631 -0.1630 0.2633
O -2.8932 -0.3572 -0.7796 -0.7347 -2.2362 1.4566
C -2.3037 0.4654 -1.5675 -0.2296 2.1319 -1.7177
C -2.3135 1.8746 -1.2552 -0.0027 -0.7987 -0.1618
C -2.0263 2.8380 -2.2560 0.1764 -0.1222 0.3075
C -1.9455 4.1825 -1.9175 0.0588 -0.1354 0.0485
C -2.1408 4.5883 -0.5896 -0.0327 -0.1599 -0.1131
C -2.4606 3.6417 0.3943 -0.0565 -0.0408 -0.0878
C -2.5743 2.3007 0.0721 0.0935 0.0388 -0.1975
H -1.9828 0.1185 -2.5604 -0.2240 0.1549 0.3239
H -1.8830 2.4919 -3.2836 -0.0252 0.2119 0.2931
H -1.7241 4.9184 -2.6946 -0.0957 -0.1809 0.2868
H -2.0672 5.6360 -0.3291 0.0018 -0.0042 -0.0006
H -2.6334 3.9510 1.4252 0.0260 0.0454 -0.2516
H -2.8487 1.5476 0.8133 0.0945 0.2775 -0.1801
C 2.1691 1.4980 -0.6614 0.1796 0.4269 0.2305
C 1.6122 0.1010 -0.7486 -1.1338 0.0094 -0.1674
C 0.3574 -0.0490 -1.2402 1.5692 -0.2797 0.0866
C 2.4993 -1.0295 -0.3531 0.3698 0.5006 -1.0869
Fe 2.1741 -1.7870 1.4371 1.7188 2.2423 -3.8388
C 2.7706 -0.1747 2.1668 3.8311 5.3118 2.4413
O 3.3973 0.7280 2.5481 -2.5555 -3.1460 -1.3147
C 3.8877 -2.5341 1.3350 6.1126 -0.8075 -0.1013
O 5.0336 -2.6915 1.2650 -3.5961 0.1708 0.1518
C 0.5277 -2.8313 0.8673 -0.6916 -0.6781 0.7507
C 0.1606 -1.7232 1.6977 -1.7114 -0.9512 1.5566
C 0.8380 -1.8689 2.9550 -2.2677 -0.5731 0.2776
C 1.6336 -3.0565 2.8980 -0.6679 -1.1812 0.3004
C 1.4441 -3.6540 1.5962 -1.6956 -1.3122 1.0537
H 3.1992 1.5001 -0.2904 -0.0743 0.1038 -0.1059
H 2.1573 1.9878 -1.6493 0.0243 -0.2007 0.3829
H 1.5662 2.1193 0.0189 0.1840 -0.1115 -0.2222
H -0.1161 -1.0323 -1.3397 0.1001 0.5607 -0.0390
H -0.1450 0.8416 -1.6195 0.2832 -0.4791 0.1302
H 2.3621 -1.9086 -1.0046 0.2048 0.2028 0.3063
H 3.5436 -0.6848 -0.3444 -0.1941 -0.2922 -0.3284
H 0.1042 -3.0452 -0.1058 0.1679 0.1879 -0.0889
H -0.5797 -0.9680 1.4519 0.3271 -0.0200 -0.0832
H 0.6895 -1.2432 3.8268 0.1976 0.0309 -0.2145
H 2.2183 -3.4737 3.7111 -0.0403 0.1756 -0.2175
H 1.8517 -4.6012 1.2645 0.0518 0.2510 0.0187
```
Forces are in eV/Å.

As for the energy: -3591.46096 hartree. The value obtained for the HOMO-LUMO gap (spin up / spin down) is 3.203 / 5.535 eV. The LUMO energy (spin up / spin down) is -2.23 / -3.11 eV. As for the HOMO energy (spin up / spin down): -5.44 / -8.65 eV. Its spin multiplicity is 5.

Atomic partial charges in e from the natural (NBO) method, atoms 1 to 4: -0.258 0.438 -0.323 -0.260